82
Properties=species:S:1:pos:R:3:lowdin_spin:R:1 method="wB97M-V/def2-TZVPD" spin_multiplicity=2 fmax_ev_per_a=0.74 s2=0.7950 total_charge=+1 homo_energy_ev="-9.53 / -9.57" relative_energy_kj_mol=0.0
Fe -0.43892 1.71428 -1.08241 -0.001
S 1.50823 0.51142 -1.11471 -0.001
C 1.11091 -1.05916 -0.64088 0.000
N 2.01726 -1.98193 -0.33317 0.000
C 1.62008 -3.31236 0.11360 0.000
C 0.40823 -3.74772 -0.66886 0.000
N -0.63990 -2.74480 -0.50647 0.002
C -2.00657 -3.26346 -0.34864 0.000
C -2.14730 -3.97422 0.97393 0.000
C -2.38861 -5.34012 1.02797 0.000
C -2.50014 -5.98314 2.25388 0.000
C -2.36425 -5.26161 3.42787 0.000
C -2.12158 -3.89449 3.37900 0.000
C -2.01546 -3.25235 2.15746 0.000
C -0.35273 -1.44921 -0.51771 0.001
S -1.52257 -0.24072 -0.41184 0.001
C 3.46361 -1.74800 -0.43856 0.000
C 4.03548 -2.49547 -1.61712 0.000
C 4.91427 -3.55267 -1.42382 0.000
C 5.41487 -4.25678 -2.51076 0.000
C 5.03160 -3.90868 -3.79498 0.000
C 4.15161 -2.85239 -3.99438 0.000
C 3.65605 -2.14705 -2.91129 0.000
H 1.40534 -3.29017 1.18695 0.000
H 2.45317 -3.98874 -0.06815 0.000
H 0.02745 -4.69524 -0.29387 0.000
H 0.64754 -3.85377 -1.73182 0.000
H -2.19646 -3.94259 -1.18287 0.000
H -2.69498 -2.42391 -0.42460 0.000
H -2.50163 -5.90488 0.10942 0.000
H -2.69465 -7.04661 2.28859 0.000
H -2.45395 -5.76085 4.38325 0.000
H -2.02613 -3.32805 4.29584 0.000
H -1.84084 -2.18241 2.12000 0.000
H 3.91391 -2.09682 0.49312 0.000
H 3.62865 -0.67533 -0.51856 0.000
H 5.22059 -3.82226 -0.41925 0.000
H 6.10436 -5.07485 -2.35158 0.000
H 5.42157 -4.45504 -4.64320 0.000
H 3.85955 -2.57315 -4.99804 0.000
H 2.98012 -1.31428 -3.06977 0.000
Se -4.58983 3.90562 0.01782 0.001
C -3.07544 3.14693 -0.51802 0.001
N -2.04942 2.66247 -0.79068 0.001
S 0.94889 3.57599 -0.39795 0.009
C -0.20906 4.65291 0.27194 0.005
N -0.20099 4.85247 1.61625 0.004
C -1.12212 5.61269 2.24634 0.002
C -2.07611 6.23389 1.49811 0.000
C -1.99006 6.06800 0.10780 0.001
N -1.07990 5.31693 -0.48409 0.000
H 0.48805 4.34494 2.15688 0.002
H -1.04858 5.66370 3.32291 0.001
H -2.84861 6.83213 1.95296 0.000
H -2.68069 6.58203 -0.54972 0.000
N -0.19912 3.85868 -3.50343 0.000
C -0.50656 2.65136 -4.00771 0.000
C -0.64896 2.50139 -5.40837 0.000
C -1.00291 1.29120 -5.92998 0.000
C -1.22181 0.21559 -5.06159 0.000
C -1.05257 0.43313 -3.72172 0.000
N -0.68799 1.61237 -3.17237 0.000
H -0.12072 4.64428 -4.12023 0.000
H -0.12242 4.01848 -2.51148 0.000
H -0.48485 3.36089 -6.04374 0.000
H -1.12036 1.17280 -6.99891 0.000
H -1.52155 -0.75669 -5.42207 0.000
H -1.21877 -0.36916 -3.01984 0.000
C -0.59651 1.67357 2.33863 0.497
C -0.52027 2.22176 3.62432 0.051
C -1.68749 2.68454 4.28454 0.116
C -1.61003 3.24421 5.54109 -0.010
C -0.37742 3.37908 6.18020 0.145
C 0.78578 2.94850 5.54344 -0.010
C 0.72297 2.37843 4.28949 0.116
H 0.29520 1.33669 1.82735 0.026
H -1.54653 1.63836 1.82361 0.026
H -2.64436 2.58872 3.78416 0.004
H -2.51196 3.58312 6.03428 -0.004
H -0.32468 3.80850 7.17130 0.009
H 1.74206 3.05816 6.03795 -0.004
H 1.62793 2.04091 3.79697 0.004